Record 1
Computed, not measured: the molecule C4H5FO2 at a distorted geometry, with the ωB97M-V functional and the def2-TZVPD basis.

Geometry (Å):
C -2.09 0.72 -1.48
C -0.83 -0.05 -1.77
C -0.28 0.82 -0.41
C 0.32 -0.05 0.64
O -3.08 0.88 -2.13
O -1.75 1.14 -0.27
F -0.23 0.22 -2.98
H -0.83 -1.15 -1.56
H 0.24 1.72 -0.74
H 1.42 0.14 0.52
H 0.00 -1.09 0.33
H -0.03 0.13 1.75

Output
- SMILES string = C[C@@H]1OC(=O)[C@H]1F
- energy above the lowest of the compared OMol25 structures with the same formula, charge and spin (kJ/mol) = 132.5
- electronic energy (a.u.) = -405.716664
- orbital gap (Eh) = 0.41725

---

Record 2
Computed, not measured: the molecule C5H8N2 at a distorted geometry, with the ωB97M-V functional and the def2-TZVPD basis.

Geometry (Å):
C -1.70 -1.01 0.36
C -0.67 -0.10 -0.26
C -0.60 1.36 -0.04
N 0.33 0.46 0.64
C 1.72 0.44 0.19
C 2.05 -0.82 -0.49
N 2.24 -1.81 -1.04
H -2.17 -0.55 1.24
H -1.22 -1.94 0.68
H -2.48 -1.26 -0.36
H -0.30 -0.44 -1.23
H -0.20 1.97 -0.85
H -1.31 1.87 0.61
H 1.95 1.26 -0.51
H 2.38 0.56 1.06

Output
- SMILES string = C[C@H]1CN1CC#N
- energy above the lowest of the compared OMol25 structures with the same formula, charge and spin (kJ/mol) = 168.3
- electronic energy (a.u.) = -304.771379
- orbital gap (Eh) = 0.39284

---

Record 3
Computed, not measured: a structure of composition C25H36N5Zr, with the ωB97M-V functional and the def2-TZVPD basis.

Geometry (Å):
Zr -0.19 0.01 -0.11
N 0.19 -0.13 2.17
C -0.54 -1.29 2.79
C -2.07 -1.12 2.62
C -2.75 -2.23 1.81
C -2.73 -2.02 0.31
N -1.33 -2.01 -0.25
H 1.18 -0.27 2.37
H -0.08 0.69 2.71
H -0.29 -1.37 3.85
H -0.18 -2.21 2.32
H -2.27 -0.14 2.15
H -2.53 -1.08 3.60
H -3.80 -2.29 2.11
H -2.31 -3.20 2.06
H -3.22 -1.08 0.05
H -3.31 -2.83 -0.16
H -1.40 -2.23 -1.25
H -0.86 -2.83 0.14
C -0.95 -0.02 -3.37
N 0.02 -0.05 -2.24
C 1.30 -0.07 -2.56
C 2.28 -0.04 -1.56
C 3.67 -0.15 -1.64
C 4.16 -0.11 -0.33
C 3.06 0.02 0.51
N 1.90 0.08 -0.20
C -0.83 1.22 -4.24
C -0.72 1.09 -5.62
C -0.68 2.22 -6.43
C -0.74 3.48 -5.87
C -0.83 3.62 -4.49
C -0.87 2.50 -3.68
H -1.96 -0.09 -2.95
H -0.78 -0.89 -4.00
H 1.61 -0.11 -3.60
H 4.24 -0.26 -2.54
H 5.19 -0.19 -0.02
H 3.09 0.10 1.59
H -0.69 0.11 -6.07
H -0.60 2.10 -7.50
H -0.72 4.36 -6.50
H -0.88 4.61 -4.05
H -0.96 2.61 -2.61
C 0.98 5.82 0.10
N 1.56 4.45 0.28
C 1.79 3.80 -1.03
C 0.76 3.58 1.25
C -0.66 3.26 0.80
C -1.64 4.21 1.02
C -2.94 4.03 0.57
C -3.28 2.85 -0.09
C -2.32 1.87 -0.23
C -0.98 2.02 0.20
H 1.63 6.39 -0.55
H 0.90 6.33 1.06
H 0.00 5.73 -0.36
H 2.47 4.59 0.73
H 0.85 3.77 -1.58
H 2.17 2.79 -0.88
H 2.52 4.38 -1.60
H 0.73 4.13 2.19
H 1.34 2.67 1.38
H -1.41 5.12 1.56
H -3.69 4.79 0.72
H -4.28 2.70 -0.47
H -2.62 0.94 -0.73

Output
- charge = +3
- electronic energy (a.u.) = -1294.181388
- orbital gap (Eh) = 0.24141

---

Record 4
Computed, not measured: a cluster of 9 separate species, C6H29NO8 in total at a distorted geometry, with the ωB97M-V functional and the def2-TZVPD basis.

Geometry (Å):
C -3.34 -1.87 -0.04
C -2.05 -1.08 -0.26
C -1.18 -1.95 -1.12
C 0.24 -1.41 -1.35
C 0.52 -0.25 -2.03
C 0.73 -3.16 0.35
N 1.16 -2.27 -0.69
H -3.26 -2.77 -0.65
H -3.46 -2.06 1.02
H -4.21 -1.34 -0.38
H -2.08 0.02 -0.46
H -1.61 -0.96 0.83
H -1.80 -2.03 -2.04
H -1.21 -3.00 -1.03
H 1.37 0.32 -1.81
H -0.14 0.14 -2.79
H 1.46 -3.40 1.15
H 0.48 -4.24 0.08
H -0.03 -2.59 0.89
H 2.15 -2.14 -0.90
H -1.15 1.48 1.19
H 0.09 1.41 0.74
O -0.40 2.13 1.19
H -4.13 -0.09 1.72
H -3.68 1.33 2.27
O -3.53 0.37 2.31
H 3.82 2.32 -1.54
H 2.80 2.23 -2.72
O 3.70 2.03 -2.45
H 0.49 -1.24 2.24
H -0.18 -0.93 3.66
O 0.33 -0.55 2.94
H 1.20 3.77 0.79
H 1.42 2.79 1.94
O 1.81 3.10 1.10
H 2.94 -0.98 -2.47
H 3.85 0.02 -1.92
O 3.33 -0.74 -1.62
H -2.16 3.56 0.64
H -2.79 3.25 -0.69
O -2.83 3.91 0.04
H 3.81 1.58 0.92
H 3.37 2.94 0.46
O 4.16 2.37 0.49

Output
- SMILES string = C=C(CCC)NC.O.O.O.O.O.O.O.O
- energy above the lowest of the compared OMol25 structures with the same formula, charge and spin (kJ/mol) = 429.0
- electronic energy (a.u.) = -902.565559
- orbital gap (Eh) = 0.29797

---

Record 5
Computed, not measured: a cluster of 2 separate species, C4H8O3 in total at a distorted geometry, with the ωB97M-V functional and the def2-TZVPD basis.

Geometry (Å):
O 0.34 -1.20 -1.89
C 0.30 -0.61 -0.77
C 0.55 -1.08 0.69
C -0.92 -1.28 1.40
C -2.13 -0.80 0.63
O -3.20 -0.39 1.14
H 0.06 0.54 -0.84
H 0.96 -0.21 1.18
H 1.20 -2.04 0.76
H -1.03 -2.32 1.88
H -0.88 -0.66 2.32
H -2.07 -0.89 -0.54
H 3.95 4.92 -0.73
H 3.86 3.96 -1.93
O 3.74 4.00 -0.97

Output
- <S²> = 0.76
- charge = -1
- 2S+1 = 2
- energy above the lowest of the compared OMol25 structures with the same formula, charge and spin (kJ/mol) = 119.9
- electronic energy (a.u.) = -382.844473
- orbital gap (spin up / spin down) (Eh) = 0.09041 / 0.26070

---

Record 6
Computed, not measured: a structure of composition C15H21Br36IPS at a distorted geometry, with the ωB97M-V functional and the def2-TZVPD basis.

Geometry (Å):
C -2.88 -0.46 -4.30
C -3.23 -1.90 -3.80
S -3.04 -2.01 -1.95
C -1.30 -1.41 -1.77
P -0.43 -2.20 -0.35
I -1.87 -2.64 1.56
H -3.29 0.32 -3.63
H -3.29 -0.33 -5.31
H -1.79 -0.37 -4.34
H -4.22 -2.23 -4.11
H -2.44 -2.56 -4.20
H -1.32 -0.31 -1.70
H -0.76 -1.67 -2.70
H 0.12 -3.45 -0.75
H 0.58 -1.29 0.08
C 3.64 -0.42 -0.21
Br 3.19 -2.30 -0.03
Br 4.42 -0.02 -1.93
Br 2.10 0.70 0.17
H 4.39 -0.20 0.54
C -0.12 -1.36 5.07
Br -1.06 0.26 5.55
Br 1.34 -0.99 3.86
Br 0.46 -2.35 6.62
H -0.83 -1.99 4.54
C 0.60 4.38 0.63
Br -0.41 5.51 1.83
Br -0.49 2.94 -0.07
Br 1.44 5.39 -0.78
H 1.39 3.92 1.21
C -5.00 0.18 4.89
Br -4.99 1.35 3.35
Br -6.74 0.07 5.73
Br -4.32 -1.57 4.42
H -4.32 0.60 5.61
C -2.98 6.30 0.13
Br -3.66 4.62 0.81
Br -3.06 6.37 -1.80
Br -3.88 7.81 0.94
H -1.94 6.36 0.41
C -7.47 -2.94 -5.03
Br -6.92 -3.53 -3.27
Br -9.30 -2.31 -5.03
Br -6.26 -1.61 -5.75
H -7.43 -3.80 -5.68
C 8.09 0.53 -4.18
Br 8.23 -0.49 -2.53
Br 9.21 -0.21 -5.57
Br 6.25 0.71 -4.75
H 8.46 1.53 -3.97
C 3.33 -5.55 2.43
Br 4.92 -4.49 2.72
Br 1.87 -4.98 3.57
Br 2.80 -5.56 0.57
H 3.57 -6.57 2.70
C 7.98 3.55 -1.73
Br 6.86 5.04 -1.21
Br 9.38 4.09 -2.94
Br 8.68 2.61 -0.19
H 7.35 2.85 -2.27
C 11.22 3.56 3.27
Br 10.82 1.67 3.41
Br 12.02 3.99 1.56
Br 9.66 4.65 3.62
H 11.95 3.79 4.03
C -2.34 1.91 9.19
Br -1.27 3.19 8.20
Br -3.98 1.49 8.26
Br -1.34 0.32 9.64
H -2.62 2.39 10.12
C -10.70 -5.66 -6.67
Br -10.57 -6.66 -5.01
Br -9.63 -6.46 -8.07
Br -12.54 -5.42 -7.22
H -10.29 -4.68 -6.48

Output
- charge = +1
- electronic energy (a.u.) = -94285.489902
- orbital gap (Eh) = 0.26586